Entry 1:
# C20H54NO9

A cluster of 10 separate species, C20H54NO9 in total at a distorted geometry (the ωB97M-V functional and the def2-TZVPD basis, the OMol25 dataset).

XYZ file:
```
84
Properties=species:S:1:pos:R:3
C -0.891 -6.223 -1.986
C -0.826 -5.202 -2.664
C -0.459 -3.763 -3.085
N -1.036 -2.776 -2.456
C -0.672 -1.346 -2.806
C -0.210 -0.805 -1.355
C 0.804 0.444 -1.463
C -1.475 -0.392 -0.486
C -2.011 -1.518 0.503
C -0.880 -2.211 1.391
C 0.472 -1.654 -3.877
C 0.556 -3.246 -4.179
H -0.948 -7.157 -1.356
H -1.705 -3.095 -1.736
H -1.617 -0.832 -3.176
H 0.406 -1.652 -0.911
H 0.311 1.435 -1.225
H 1.568 0.273 -0.629
H 1.396 0.455 -2.424
H -1.330 0.556 0.123
H -2.340 -0.156 -1.199
H -2.652 -2.308 0.000
H -2.705 -0.987 1.242
H -0.021 -1.518 1.636
H -1.364 -2.683 2.297
H -0.461 -3.070 0.764
H 1.410 -1.502 -3.243
H 0.538 -0.961 -4.774
H 0.108 -3.420 -5.202
H 1.632 -3.580 -4.027
C 1.615 0.922 3.395
O 0.904 0.908 2.160
H 2.210 0.012 3.467
H 2.277 1.790 3.431
H 0.909 0.957 4.228
H 0.386 1.721 2.120
C -5.638 0.636 1.061
O -5.338 0.300 2.408
H -5.118 1.558 0.803
H -5.302 -0.168 0.399
H -6.715 0.785 0.950
H -5.809 -0.517 2.612
C -1.205 4.258 -1.854
O -1.303 4.153 -0.438
H -0.157 4.382 -2.126
H -1.594 3.348 -2.317
H -1.773 5.124 -2.199
H -2.238 4.045 -0.223
C 1.917 -9.627 -1.626
O 1.755 -8.500 -2.480
H 2.721 -10.249 -2.017
H 2.178 -9.294 -0.618
H 0.992 -10.208 -1.599
H 1.041 -7.965 -2.116
C -1.998 6.906 2.223
O -2.530 5.585 2.216
H -2.806 7.610 2.026
H -1.561 7.122 3.197
H -1.238 7.001 1.443
H -1.798 4.983 2.392
C 1.385 7.332 4.459
O 0.560 8.093 3.588
H 0.761 6.891 5.236
H 1.880 6.534 3.898
H 2.133 7.980 4.922
H 1.134 8.471 2.911
C 3.744 -2.288 -0.280
O 3.734 -1.906 1.087
H 4.482 -3.077 -0.418
H 2.756 -2.663 -0.567
H 4.012 -1.429 -0.902
H 3.074 -1.208 1.184
C -0.780 2.655 -5.076
O -1.442 3.909 -5.023
H -1.494 1.872 -4.818
H -0.399 2.479 -6.085
H 0.046 2.641 -4.359
H -0.791 4.583 -5.254
C 4.291 -1.735 4.840
O 3.835 -0.708 5.710
H 4.703 -1.273 3.943
H 5.068 -2.324 5.333
H 3.453 -2.380 4.562
H 3.474 -1.136 6.496
```

Output
HOMO energy (eV): -11.4
Lowest unoccupied orbital energy (eV): -4.53
Charge: +1
Kohn-Sham gap (hartree): 0.2522

Entry 2:
# C20H55N5O5

A cluster of 5 separate species, C20H55N5O5 in total at a distorted geometry (the ωB97M-V functional and the def2-TZVPD basis, the OMol25 dataset).

XYZ file:
```
85
Properties=species:S:1:pos:R:3
C -4.264 -0.581 0.870
O -2.906 -0.433 0.573
C -2.048 -1.460 0.998
C -0.521 -1.327 0.558
C -0.356 -1.649 -0.949
N 0.268 -2.114 1.423
H -4.621 -1.560 0.552
H -4.710 0.264 0.346
H -4.425 -0.491 1.945
H -2.160 -1.538 2.080
H -2.433 -2.444 0.729
H -0.284 -0.310 0.870
H 0.615 -1.674 -1.444
H -0.997 -0.931 -1.460
H -0.757 -2.656 -1.059
H 1.222 -1.821 1.266
H 0.332 -3.080 1.135
C 0.549 -6.635 2.862
O 1.799 -6.075 3.181
C 2.912 -6.796 2.608
C 4.299 -6.189 3.004
C 4.639 -6.142 4.527
N 4.205 -4.833 2.449
H -0.191 -5.874 3.108
H 0.268 -7.509 3.449
H 0.353 -6.979 1.846
H 2.980 -7.781 3.069
H 2.863 -6.811 1.519
H 5.121 -6.781 2.602
H 5.508 -5.534 4.779
H 4.728 -7.164 4.894
H 3.764 -5.731 5.031
H 5.013 -4.299 2.736
H 3.441 -4.369 2.918
C -4.098 5.277 6.419
O -3.078 4.346 6.764
C -2.188 4.130 5.599
C -1.274 2.854 5.796
C -2.152 1.501 5.728
N -0.712 3.002 7.113
H -4.984 5.259 7.053
H -4.514 5.089 5.429
H -3.600 6.236 6.275
H -2.706 4.201 4.642
H -1.538 5.005 5.624
H -0.409 2.834 5.133
H -2.728 1.701 4.825
H -2.899 1.328 6.504
H -1.565 0.608 5.518
H -1.531 3.107 7.694
H -0.284 3.915 7.179
C -1.321 4.548 -1.371
O 0.085 4.598 -1.342
C 0.561 5.365 -2.455
C 2.000 4.851 -2.669
C 2.729 5.644 -3.754
N 1.984 3.443 -3.039
H -1.760 5.523 -1.584
H -1.624 4.265 -0.363
H -1.639 3.929 -2.210
H -0.018 5.183 -3.360
H 0.753 6.417 -2.244
H 2.565 4.918 -1.739
H 3.739 5.304 -3.985
H 2.728 6.638 -3.308
H 2.053 5.701 -4.607
H 1.634 2.915 -2.252
H 1.295 3.342 -3.771
C -2.253 0.383 -6.183
O -1.155 0.223 -7.070
C -0.071 -0.509 -6.529
C 0.951 -0.863 -7.590
C 0.563 -1.878 -8.723
N 2.033 -1.654 -6.978
H -3.059 0.899 -6.705
H -1.917 0.946 -5.312
H -2.802 -0.463 -5.768
H 0.450 -0.056 -5.685
H -0.554 -1.406 -6.142
H 1.435 -0.034 -8.107
H 0.588 -2.957 -8.570
H 1.220 -1.748 -9.583
H -0.427 -1.585 -9.074
H 2.662 -1.028 -6.496
H 2.628 -1.937 -7.744
```

Output
SMILES: COC[C@H](C)N.COC[C@H](C)N.COC[C@H](C)N.COC[C@H](C)N.COC[C@H](C)N
ΔE to the lowest compared entry with this formula, charge and spin (kcal per mole): 76.1
HOMO energy (eV): -9.1
Lowest unoccupied orbital energy (eV): 0.46
Kohn-Sham gap (hartree): 0.3519

Entry 3:
# C20H56As5F30N4O4

A structure of composition C20H56As5F30N4O4 at a distorted geometry (the ωB97M-V functional and the def2-TZVPD basis, the OMol25 dataset).

XYZ file:
```
119
Properties=species:S:1:pos:R:3
C 5.397 4.961 4.494
C 4.474 4.039 3.707
N 5.097 2.712 3.302
C 5.331 1.802 4.493
C 4.183 1.974 2.339
C 2.854 1.442 2.918
C 6.477 2.805 2.646
C 6.507 3.790 1.458
O 5.613 3.645 0.398
C 6.031 2.745 -0.620
H 4.863 5.508 5.274
H 5.965 5.690 3.924
H 6.023 4.333 5.136
H 4.040 4.598 2.876
H 3.588 3.705 4.244
H 4.425 1.683 5.081
H 6.171 2.160 5.086
H 5.655 0.829 4.127
H 4.713 1.211 1.770
H 3.868 2.724 1.611
H 2.447 2.218 3.557
H 3.120 0.565 3.512
H 2.363 1.150 1.993
H 6.745 1.800 2.333
H 7.175 3.324 3.301
H 7.549 3.707 1.122
H 6.406 4.822 1.798
H 5.828 3.222 -1.578
H 5.605 1.753 -0.464
H 7.113 2.576 -0.676
C -4.111 0.102 0.132
C -2.643 0.562 0.138
C -1.695 -0.584 0.566
O -0.381 -0.122 0.281
C 0.533 -1.199 0.083
N -2.229 1.144 -1.165
H -2.970 1.757 -1.510
H -1.375 1.685 -1.013
H -1.978 0.407 -1.822
H -4.731 0.973 0.337
H -4.249 -0.537 1.006
H -4.386 -0.524 -0.716
H -2.637 1.379 0.857
H -1.861 -1.427 -0.115
H -1.735 -0.877 1.615
H 0.699 -1.213 -0.994
H 0.190 -2.119 0.553
H 1.483 -0.956 0.565
C 1.982 -1.265 -3.378
C 3.416 -1.394 -3.885
C 4.054 -0.150 -4.436
O 5.362 -0.574 -4.829
C 6.282 0.459 -5.105
N 4.248 -2.055 -2.767
H 3.778 -2.741 -2.171
H 4.968 -2.658 -3.163
H 4.571 -1.252 -2.238
H 1.632 -2.199 -2.945
H 1.387 -0.957 -4.240
H 1.811 -0.435 -2.689
H 3.472 -2.121 -4.695
H 4.117 0.669 -3.710
H 3.607 0.227 -5.357
H 6.093 1.008 -6.031
H 7.320 0.132 -5.087
H 6.253 1.238 -4.332
C -9.632 -5.116 -1.000
C -8.153 -4.998 -0.566
C -7.924 -3.662 0.133
O -6.669 -3.758 0.766
C -6.203 -2.573 1.380
N -7.740 -6.120 0.377
H -6.790 -5.906 0.701
H -8.208 -6.139 1.287
H -7.871 -7.043 -0.026
H -10.196 -5.126 -0.065
H -9.804 -5.989 -1.624
H -9.978 -4.218 -1.508
H -7.446 -5.094 -1.390
H -8.672 -3.636 0.935
H -7.889 -2.791 -0.521
H -5.212 -2.654 1.823
H -6.793 -2.330 2.270
H -6.212 -1.745 0.669
As 2.248 -4.785 -0.303
F 2.524 -3.004 -0.432
F 4.010 -4.930 -0.123
F 2.153 -6.540 -0.202
F 0.525 -4.652 -0.448
F 2.470 -4.840 -2.037
F 2.030 -4.674 1.434
As -3.497 -0.769 4.455
F -3.397 -1.748 5.919
F -4.450 -2.064 3.694
F -3.695 0.278 3.065
F -2.476 0.433 5.153
F -2.089 -1.497 3.726
F -4.962 -0.089 5.188
As -2.380 -1.743 -4.319
F -3.944 -2.440 -4.626
F -1.916 -3.261 -3.560
F -0.799 -1.115 -3.828
F -2.898 -0.246 -5.096
F -2.958 -1.119 -2.763
F -1.740 -2.351 -5.864
As -4.780 4.507 -1.560
F -4.741 3.462 -0.115
F -5.184 5.990 -0.698
F -4.562 5.469 -3.032
F -4.190 3.099 -2.532
F -6.512 4.188 -1.783
F -3.085 4.754 -1.209
As 0.507 3.843 0.187
F 1.630 4.028 1.583
F 1.346 2.281 -0.073
F -0.493 3.465 -1.184
F -0.185 5.419 0.509
F 1.600 4.605 -0.941
F -0.626 3.071 1.262
```

Output
ΔE to the lowest compared entry with this formula, charge and spin (kcal per mole): 127.5
HOMO energy (eV): -6.7
Lowest unoccupied orbital energy (eV): 0.14
Charge: -1
Kohn-Sham gap (hartree): 0.2519

Entry 4:
# C20H56B4Ca2O5

A structure of composition C20H56B4Ca2O5 at a distorted geometry (the ωB97M-V functional and the def2-TZVPD basis, the OMol25 dataset).

XYZ file:
```
87
Properties=species:S:1:pos:R:3
Ca -0.638 -2.872 1.078
Ca 1.497 -0.443 -1.447
B -0.126 0.394 -3.183
H 0.865 0.880 -3.443
H -0.990 0.818 -3.821
H -0.031 -0.709 -3.395
H -0.286 0.590 -2.091
B 1.064 -2.992 -1.106
H 1.035 -4.148 -1.176
H 1.044 -2.727 -0.023
H 1.979 -2.580 -1.617
H 0.167 -2.583 -1.641
B -0.131 -0.565 0.522
H -0.654 -1.159 -0.251
H 0.907 -0.911 0.674
H -0.071 0.496 0.148
H -0.726 -0.685 1.469
B 0.986 -3.758 2.759
H 1.395 -4.081 1.753
H 0.875 -2.649 2.588
H -0.020 -4.251 2.913
H 1.757 -4.099 3.548
C -4.694 -3.067 -2.077
C -3.347 -2.433 -2.456
C -3.567 -0.930 -2.085
O -4.826 -0.844 -1.431
C -5.230 -2.137 -1.008
H -4.613 -4.099 -1.731
H -5.300 -3.083 -2.983
H -3.051 -2.576 -3.492
H -2.538 -2.868 -1.866
H -3.604 -0.360 -3.012
H -2.753 -0.556 -1.460
H -6.320 -2.184 -0.966
H -4.889 -2.352 0.012
C -1.449 3.550 -1.234
C -1.129 3.747 -2.719
C -0.638 5.178 -2.868
O -0.052 5.452 -1.570
C -0.870 4.795 -0.614
H -0.943 2.626 -0.964
H -2.525 3.488 -1.079
H -1.941 3.461 -3.386
H -0.255 3.140 -2.952
H -1.357 5.998 -2.987
H 0.138 5.297 -3.622
H -1.693 5.511 -0.430
H -0.461 4.732 0.397
C 5.342 -0.112 0.741
C 5.023 -1.490 1.381
C 3.519 -1.678 1.062
O 3.317 -0.869 -0.097
C 4.515 -0.294 -0.520
H 6.404 0.018 0.520
H 5.105 0.804 1.281
H 5.220 -1.415 2.452
H 5.680 -2.270 1.003
H 2.951 -1.229 1.878
H 3.256 -2.725 0.937
H 4.356 0.627 -1.105
H 4.986 -0.765 -1.399
C 3.236 3.224 0.651
C 2.952 4.033 -0.600
C 2.644 2.948 -1.607
O 2.151 1.824 -0.811
C 2.070 2.233 0.572
H 3.375 3.844 1.541
H 4.194 2.699 0.637
H 3.826 4.614 -0.901
H 2.096 4.709 -0.554
H 3.580 2.576 -2.035
H 1.913 3.186 -2.376
H 2.216 1.317 1.146
H 1.091 2.656 0.801
C -3.648 -0.841 3.781
C -2.828 -1.448 4.896
C -1.585 -1.877 4.153
O -1.967 -2.005 2.758
C -3.395 -1.832 2.631
H -3.400 0.171 3.460
H -4.731 -0.769 3.936
H -3.315 -2.336 5.304
H -2.647 -0.803 5.754
H -1.230 -2.847 4.504
H -0.739 -1.191 4.177
H -3.923 -2.786 2.703
H -3.597 -1.354 1.670
```

Output
HOMO energy (eV): -9.4
Lowest unoccupied orbital energy (eV): -0.19
Kohn-Sham gap (hartree): 0.3380

Entry 5:
# C20H56Cl6O24P6

A cluster of 8 separate species, C20H56Cl6O24P6 in total at a distorted geometry (the ωB97M-V functional and the def2-TZVPD basis, the OMol25 dataset).

XYZ file:
```
112
Properties=species:S:1:pos:R:3
C 21.649 -10.913 1.046
O 21.395 -12.299 0.489
P 21.573 -13.686 1.368
O 21.044 -13.648 2.768
O 20.942 -14.827 0.409
C 21.040 -14.761 -0.996
O 23.206 -13.954 1.308
C 23.659 -15.179 1.774
H 20.715 -10.361 0.934
H 22.457 -10.419 0.506
H 21.877 -10.918 2.112
H 20.078 -15.167 -1.312
H 21.859 -15.309 -1.462
H 21.158 -13.752 -1.389
H 23.019 -15.944 1.334
H 23.596 -15.297 2.856
H 24.595 -15.490 1.309
C 19.991 -3.125 -0.898
O 19.682 -4.460 -0.600
P 19.755 -5.552 -1.784
O 21.013 -5.625 -2.525
O 18.384 -5.380 -2.699
C 17.990 -6.369 -3.549
O 19.432 -6.958 -0.997
C 20.330 -7.363 -0.013
H 19.045 -2.593 -0.810
H 20.399 -2.876 -1.878
H 20.746 -2.733 -0.216
H 16.901 -6.353 -3.555
H 18.394 -7.339 -3.257
H 18.307 -6.099 -4.557
H 20.964 -6.552 0.345
H 20.967 -8.205 -0.283
H 19.841 -7.740 0.885
C 20.573 -4.241 2.748
O 19.520 -3.525 3.426
P 19.695 -1.926 3.495
O 21.026 -1.313 3.931
O 18.473 -1.541 4.481
C 18.486 -1.659 5.890
O 19.033 -1.420 2.080
C 17.679 -1.603 1.797
H 20.930 -4.930 3.513
H 21.435 -3.633 2.473
H 20.255 -4.822 1.882
H 17.736 -2.378 6.219
H 18.247 -0.678 6.301
H 19.455 -1.998 6.254
H 17.550 -1.756 0.726
H 17.004 -0.802 2.097
H 17.233 -2.430 2.350
C 16.059 -12.583 3.342
O 15.657 -11.560 2.405
P 16.770 -10.493 1.938
O 18.156 -11.028 1.804
O 16.074 -9.847 0.679
C 16.717 -9.104 -0.352
O 16.638 -9.283 2.999
C 15.360 -8.915 3.522
H 15.677 -12.296 4.321
H 17.136 -12.719 3.438
H 15.593 -13.500 2.983
H 17.341 -9.659 -1.052
H 17.404 -8.396 0.112
H 16.013 -8.519 -0.944
H 14.464 -9.399 3.132
H 15.170 -7.844 3.448
H 15.324 -9.123 4.591
C 25.764 -10.526 8.074
O 25.025 -11.196 7.025
P 25.741 -11.919 5.676
O 26.524 -11.013 4.803
O 26.624 -13.165 6.269
C 27.992 -12.926 6.415
O 24.555 -12.745 4.936
C 23.523 -12.060 4.342
H 26.813 -10.412 7.799
H 25.745 -11.118 8.989
H 25.430 -9.521 8.330
H 28.136 -13.146 7.473
H 28.385 -11.942 6.159
H 28.566 -13.735 5.963
H 23.526 -12.459 3.327
H 23.591 -10.972 4.325
H 22.574 -12.447 4.714
C 23.367 -2.172 6.098
O 24.129 -2.813 7.063
P 23.558 -4.156 7.918
O 22.127 -4.161 8.354
O 23.885 -5.382 6.917
C 23.486 -6.707 7.181
O 24.643 -4.323 9.083
C 24.508 -3.568 10.231
H 23.171 -1.225 6.600
H 22.430 -2.667 5.842
H 23.911 -1.871 5.203
H 24.434 -7.241 7.233
H 22.756 -7.002 6.427
H 23.020 -6.849 8.156
H 25.454 -3.052 10.393
H 24.362 -4.267 11.054
H 23.671 -2.873 10.160
C 15.712 -9.598 7.660
Cl 14.568 -8.250 7.197
Cl 15.481 -11.075 6.694
Cl 15.584 -9.980 9.413
H 16.730 -9.258 7.471
C 20.007 -9.234 4.346
Cl 18.619 -9.699 5.375
Cl 21.514 -9.197 5.314
Cl 19.662 -7.574 3.692
H 20.095 -9.964 3.541
```

Output
ΔE to the lowest compared entry with this formula, charge and spin (kcal per mole): 4.4
HOMO energy (spin up / spin down) (eV): -11.9 / -11.9
Lowest unoccupied orbital energy (spin up / spin down) (eV): -2.46 / -10.05
Charge: +1
Spin multiplicity: 2
Kohn-Sham gap (spin up / spin down) (hartree): 0.3455 / 0.0667

no.,calculated total energy (eV)
1,-41518.7746
2,-39314.3015
3,-421531.4041
4,-71464.5209
5,-201655.8807